(1)
C4H4O2 | ωB97M-V/def2-TZVPD

```
! RIJCOSX wB97M-V def2-TZVPD def2/J DEFGRID3
* xyz 0 1
O 0.8496 -0.8592 -1.0202
O -0.1902 2.2689 -0.1172
C -0.1509 1.0704 -0.1027
C 0.9887 0.0744 0.0689
C -1.1541 -0.0293 0.2606
C 0.0221 -0.9094 0.7193
H -1.8131 0.2508 1.0913
H 1.1900 -1.7173 -0.7025
H -1.7577 -0.4769 -0.5321
H 2.0157 0.3276 0.3346
*
```

Computed properties:
Kohn-Sham gap: 9.51 eV
ΔE to the lowest compared entry with this formula, charge and spin: 103.2 kcal per mole
Calculated total energy: -305.11505 a.u.

(2)
C40H35GeN3O4Re | ωB97M-V/def2-TZVPD

```
! RIJCOSX wB97M-V def2-TZVPD def2/J DEFGRID3
* xyz 2 4
Re -0.6337 -0.5147 -0.0119
Ge 2.9985 0.9903 -0.3829
O 1.2337 -2.4055 -0.7174
O 1.2649 3.0683 -0.9778
O 0.9309 0.9861 -0.2873
O -0.9235 0.5400 2.6955
N -0.2798 -0.4341 1.9551
N -1.7610 1.3578 -0.4535
N 0.7963 -1.9021 0.3402
C 4.4038 2.4396 3.2095
C -0.9750 2.4333 -0.5311
C -1.1617 -1.0535 -2.3122
C 0.0447 -2.8870 -3.9858
C 3.9382 1.6384 2.1764
C 3.9469 0.5966 -4.9414
C -3.9911 -2.9912 3.8675
C -5.9042 1.9631 -0.6469
C -0.7445 -3.3434 -2.9444
C -0.3582 -0.5966 -3.3531
C 0.2496 -1.5232 -4.1844
C -2.0282 -2.8455 -0.8733
C -1.3351 -2.4318 -2.0694
C -3.9279 -1.6723 3.4363
C 3.7060 3.5898 0.7665
C -3.1292 1.5451 -0.5146
C 3.8927 -0.5180 -4.1170
C -5.0708 3.0386 -0.6060
C 1.2262 -2.1447 1.5692
C 3.5785 2.2105 0.9535
C -4.0149 0.4488 -0.5701
C -1.9792 -2.0236 0.2177
C 3.3368 0.9001 -2.2518
C 0.5877 -1.2669 2.4957
C -3.3961 -3.9919 3.1118
C 4.1733 4.3822 1.8019
C 2.2755 -3.1521 1.8812
C -2.7511 -3.6794 1.9245
C -5.3633 0.6580 -0.6373
C -2.7893 3.9541 -0.5588
C 4.5152 3.8091 3.0212
C 3.5780 -0.3723 -2.7728
C 3.3987 2.0213 -3.0846
C 3.6948 1.8641 -4.4289
C -1.4372 3.7436 -0.5816
C -3.6664 2.8576 -0.5514
C 0.9151 -1.2953 3.9439
C -2.6790 -2.3574 1.4798
C -3.2671 -1.3583 2.2578
C 0.5061 2.2109 -0.6200
H 0.4051 -0.5323 4.5239
H -2.2800 -4.4693 1.3521
H -0.8773 -4.4048 -2.7794
H 0.8482 -1.1830 -5.0165
H -3.1930 4.9589 -0.5694
H -6.0287 -0.1937 -0.6860
H 3.4447 4.0436 -0.1786
H 4.1061 -1.5010 -4.5162
H 3.2281 3.0123 -2.6862
H 0.5059 -3.5991 -4.6570
H 3.1774 -2.6817 2.2776
H 3.0457 -0.4257 0.2084
H -0.7189 4.5479 -0.6365
H -3.4371 -5.0200 3.4455
H -1.3216 0.1006 3.4657
H -2.5265 -3.8115 -0.8539
H 2.5394 -3.6863 0.9716
H 3.8721 0.5656 2.3198
H 1.9900 -1.1521 4.0701
H -0.2660 0.4623 -3.5583
H 1.9201 -3.8733 2.6183
H -1.8594 -0.3427 -1.8684
H 3.7510 2.7307 -5.0738
H -4.4061 -0.8905 4.0123
H -3.6256 -0.5583 -0.5699
H 3.5426 -1.2464 -2.1331
H 4.8765 4.4343 3.8267
H 4.2010 0.4816 -5.9872
H -6.9750 2.1017 -0.6987
H -5.4616 4.0476 -0.6289
H -3.2374 -0.3286 1.9221
H 0.6729 -2.2794 4.3503
H 4.6911 1.9958 4.1533
H -4.5072 -3.2384 4.7853
H 4.2787 5.4490 1.6574
*
```

Computed properties:
Kohn-Sham gap (spin up / spin down): 7.22 / 6.08 eV
<S²>: 3.8362
ΔE to the lowest compared entry with this formula, charge and spin: 2.8 kcal per mole
Calculated total energy: -4165.08998 a.u.

(3)
C7H8N2 | ωB97M-V/def2-TZVPD

```
! RIJCOSX wB97M-V def2-TZVPD def2/J DEFGRID3
* xyz 0 1
N 0.4212 -0.3841 0.3676
N -2.2178 0.8460 0.0753
C 0.4289 -1.6776 0.2334
C 2.4009 0.7036 -0.3627
C 1.3414 0.6122 0.4906
C -1.9365 -0.3338 0.0461
C -2.1908 2.1371 -0.0112
C -1.9307 -1.7115 -0.1922
C -0.7234 -2.3514 0.0064
H -3.2208 2.6046 0.1483
H -0.8257 -3.4366 -0.0446
H 1.3586 -2.3750 0.2760
H -2.8296 -2.2826 -0.3547
H 2.4544 -0.0377 -1.1627
H 0.9307 1.4810 1.0132
H -1.3936 2.7323 0.1753
H 2.9507 1.6124 -0.5126
*
```

Computed properties:
Kohn-Sham gap: 6.68 eV
ΔE to the lowest compared entry with this formula, charge and spin: 105.8 kcal per mole
Calculated total energy: -380.85502 a.u.

(4)
C27H68N7O7P2 | ωB97M-V/def2-TZVPD

```
! RIJCOSX wB97M-V def2-TZVPD def2/J DEFGRID3
* xyz 1 1
P -4.0835 -5.0834 1.6160
P 5.3307 4.4171 -5.0937
O 0.2681 0.2788 3.2691
O -1.9237 0.8361 0.9329
O -3.3797 -4.4219 2.7286
O -5.2263 1.8139 1.6897
O 6.0151 5.7012 -4.8949
O 3.8332 2.5247 0.0492
O 2.2175 0.5374 0.7908
N 6.4566 3.4688 -6.0142
N -0.6048 1.1085 1.3143
N -3.5177 -5.9976 0.3300
N 5.1060 3.7474 -3.5502
N 3.9074 4.0147 -5.8967
N -5.0954 -6.2572 2.3954
N -5.0287 -3.8872 0.8652
C 4.9153 2.3595 -3.1748
C 4.4802 3.2914 1.0603
C -7.4649 2.3393 2.3625
C -2.8770 1.4678 1.8236
C 0.0865 -0.0791 1.9357
C -6.2260 -4.0504 0.0548
C 4.2901 4.6120 -2.7104
C -4.1988 -2.8098 0.3419
C 6.9732 2.1869 -5.5539
C -1.2400 -2.8268 4.2346
C 2.4648 2.8028 -0.0546
C -4.8032 -6.3940 3.8280
C -6.5455 -6.2849 2.2453
C 0.2002 1.6933 0.2095
C -2.2117 -6.6043 0.6613
C 1.6145 1.8104 0.7593
C 4.3270 2.7359 2.4879
C -1.0372 -1.3487 4.5982
C 3.6003 5.0221 -6.9325
C 7.5999 4.2577 -6.4910
C 0.3458 -0.8491 4.1576
C 5.6642 2.4175 3.1831
C -4.3760 -6.9990 -0.2852
C 1.3327 -0.5056 1.1661
C -6.1680 1.6611 2.7480
C -4.2461 0.8176 1.5957
C 3.7351 2.6824 -6.4491
H -0.2317 2.6429 -0.1065
H 4.1806 4.3445 1.0143
H -7.0262 -5.3654 2.6022
H 6.4494 2.1924 2.4631
H -3.8586 -7.3663 -1.1724
H -5.3186 -6.5799 -0.6310
H -1.0985 -1.2632 5.6838
H 4.4043 2.4893 -7.2932
H 2.2742 3.7880 0.3920
H -4.8295 -1.9621 0.0689
H -0.3847 -3.3932 4.6123
H -2.1676 -3.2329 4.6225
H -1.7936 -7.0938 -0.2178
H 2.7036 2.6064 -6.7985
H 3.8646 1.9041 -5.6991
H 3.7307 1.8216 2.4787
H -8.1803 2.2539 3.1820
H 8.3510 4.4210 -5.7099
H -3.6290 -3.1130 -0.5483
H -6.9396 -7.1218 2.8241
H 0.1567 1.0324 -0.6566
H 0.9159 -0.5029 5.0173
H 3.2343 4.5946 -3.0295
H -1.8318 -0.7455 4.1517
H -2.9582 2.5273 1.5684
H -6.3655 0.6027 2.9492
H 5.5386 1.5336 3.8111
H -5.2524 -5.5921 4.4259
H 2.1335 2.8737 -1.0948
H 4.6405 5.6427 -2.7530
H -2.5750 1.3498 2.8676
H 4.3336 4.2944 -1.6688
H 7.2861 5.2282 -6.8618
H 6.1933 1.4357 -5.4470
H 5.1013 2.2481 -2.1059
H -5.7929 2.0907 3.6853
H 1.0098 -1.0592 0.2768
H 7.6508 1.7907 -6.3126
H 5.9607 3.2180 3.8593
H -0.6286 -0.9094 1.8896
H -7.3081 3.3968 2.1556
H -5.2093 -7.3461 4.1745
H -7.9005 1.8363 1.4994
H -1.2081 -2.9377 3.1479
H -6.0100 -4.3753 -0.9722
H -2.2991 -7.3496 1.4619
H -1.5058 -5.8384 0.9821
H 5.5408 3.2726 0.8033
H -6.8563 -6.4760 1.2207
H 5.6042 1.6919 -3.6685
H 2.6195 4.8263 -7.3662
H 1.8944 -1.2045 1.7868
H -6.9313 -4.7335 0.4984
H 1.5322 2.2064 1.7859
H 8.0730 3.7179 -7.3140
H 7.5265 2.2669 -4.6094
H -4.5740 -7.8438 0.3805
H 3.8855 2.0117 -3.3641
H -3.7344 -6.3971 4.0180
H -6.7346 -3.0855 -0.0068
H 3.7631 3.4569 3.0868
H 4.3421 5.0148 -7.7412
H -0.6235 1.8193 2.0574
H 0.9201 -1.6745 3.7269
H -3.4943 -2.4711 1.1040
H -4.2636 0.3190 0.6220
H 3.5784 6.0208 -6.4978
H -4.3880 0.0420 2.3545
*
```

Computed properties:
Kohn-Sham gap: 7.73 eV
ΔE to the lowest compared entry with this formula, charge and spin: 0.0 kcal per mole
Calculated total energy: -2661.88725 a.u.

(5)
C20H18N2O4 | ωB97M-V/def2-TZVPD

```
! RIJCOSX wB97M-V def2-TZVPD def2/J DEFGRID3
* xyz 0 1
O 2.5396 0.2430 1.2492
O 0.8608 2.3361 -0.3261
O 2.4030 0.4441 -1.1382
O 5.0442 1.5229 -1.1370
N -0.7795 0.7375 0.1306
N -0.1627 -1.7388 -0.3739
C 5.1709 1.3918 1.2638
C 1.6726 -3.7269 -0.0129
C -0.4321 -3.0794 0.0357
C -4.1948 1.6186 1.2548
C 6.4156 1.8207 0.5792
C 1.0818 0.1728 -1.0130
C 4.3751 1.0760 -0.0135
C -3.3696 1.3705 -1.0579
C -5.5044 1.7669 0.6229
C -5.7520 1.5447 -0.8195
C 0.9871 -1.4849 -0.6050
C 6.0965 1.8959 -0.7355
C -3.2125 1.5442 0.4461
C 3.0731 0.3193 0.0717
C -1.6961 1.7554 0.8552
C -1.9701 -3.3941 0.3933
C 0.3328 -4.1427 0.3635
C 2.0195 -2.5179 -0.6180
C 0.3001 1.1234 -0.0659
C -4.6019 1.5308 -1.5259
H 6.6918 2.3153 -1.5381
H 0.1616 -4.9979 0.3913
H 7.2102 2.3543 0.9216
H -2.5312 1.3759 -1.6970
H -1.8598 1.4329 2.0402
H -1.1034 -0.4542 0.0286
H 3.0408 -2.0742 -0.6948
H -2.2357 -3.6091 1.4097
H -2.8012 -2.5395 0.1503
H -6.3610 1.7388 1.6103
H 4.9374 1.3761 2.3377
H -4.7452 1.6286 -2.5762
H -1.2232 2.5228 0.9760
H -2.3870 -4.3908 -0.1099
H 0.8163 0.1777 -2.0227
H -4.0913 1.7667 2.2675
H 2.4810 -4.3253 -0.0555
H -6.6973 1.5721 -1.2634
*
```

Computed properties:
Kohn-Sham gap: 8.51 eV
ΔE to the lowest compared entry with this formula, charge and spin: 358.1 kcal per mole
Calculated total energy: -1182.89867 a.u.

(6)
BrMn | ωB97M-V/def2-TZVPD

```
! RIJCOSX wB97M-V def2-TZVPD def2/J DEFGRID3
* xyz 0 7
Br 23.6619 -5.7668 22.8819
Mn 21.6583 -5.8712 21.0822
*
```

Computed properties:
Kohn-Sham gap (spin up / spin down): 7.97 / 8.27 eV
<S²>: 12.0017
ΔE to the lowest compared entry with this formula, charge and spin: 6.9 kcal per mole
Calculated total energy: -3724.97673 a.u.

Among the records above, which one has the lowest ΔE to the lowest compared entry with this formula, charge and spin? C27H68N7O7P2